Record 1
14
Properties=species:S:1:pos:R:3:forces:R:3:lowdin_charge:R:1 method="wB97M-V/def2-TZVPD" max_force_ev_per_a=2.587 e_homo_ev=-9.608 gap_ev=10.8 smiles=CC[C@@H]1CN1 e_tot_ev=-5782.3766 charge=0 multiplicity=1
C 0.37439 0.90490 1.74070 -0.864 -1.952 1.461 -0.142
C 0.67543 0.58976 0.26335 -0.399 -0.408 0.930 -0.240
C -0.43069 -0.07625 -0.56326 -0.480 1.544 -0.092 -0.360
C -0.61913 -1.48928 -1.00041 1.459 -0.171 -0.040 -0.136
H -0.67064 1.31763 1.93018 1.411 -0.217 -0.395 0.083
H 1.15439 1.54483 2.16539 -0.353 0.237 -0.201 0.056
H 0.43800 -0.03728 2.40002 -0.243 1.148 -0.993 0.084
H 0.78397 1.61622 -0.12786 0.528 -0.725 -0.687 0.107
H 1.57460 -0.07005 0.18719 -0.425 1.008 -0.110 0.120
H -1.37953 0.55375 -0.49761 1.055 -0.966 -0.447 0.149
H -1.61146 -1.83505 -1.24542 -0.289 0.359 -0.195 0.085
H -0.00093 -2.35086 -0.66268 -0.205 0.977 -0.058 0.103
H -0.39439 -0.17260 -2.72309 0.112 -0.476 1.225 0.100
N 0.10599 -0.49572 -1.86652 -1.306 -0.357 -0.396 -0.009

***

Record 2
16
Properties=species:S:1:pos:R:3:forces:R:3:lowdin_charge:R:1 method="wB97M-V/def2-TZVPD" max_force_ev_per_a=1.681 e_homo_ev=-8.749 gap_ev=9.8 smiles="C[C@@H]1C=CC1.O" e_tot_ev=-7392.0746 charge=0 multiplicity=1
C 1.40920 -0.98288 0.04663 -0.045 -0.014 -0.017 -0.072
C 0.43510 -0.03797 0.74263 0.165 0.003 0.261 -0.336
C 0.32372 1.42255 0.20287 0.264 0.239 0.067 -0.140
C -1.16010 1.15084 0.07981 -0.127 0.271 1.225 -0.126
C -1.06568 -0.09654 0.58414 -0.053 0.796 0.990 -0.108
O -1.42237 -1.04385 -1.39099 -0.186 -0.161 -1.480 -0.077
H 1.22762 -2.03032 0.31215 -0.008 0.145 -0.016 0.081
H 1.37082 -0.89136 -1.04630 -0.047 0.014 0.152 0.069
H 2.43654 -0.73752 0.34363 -0.188 -0.044 -0.050 0.080
H 0.62738 -0.05613 1.81926 0.268 0.098 0.020 0.137
H 0.54053 2.17769 0.96218 0.180 0.004 -0.063 0.103
H 0.91783 1.64374 -0.69303 -0.193 -0.064 0.064 0.105
H -2.01420 1.80689 -0.03704 0.059 -0.011 -0.212 0.102
H -1.28466 -0.05890 -1.30801 -0.051 -1.598 -0.519 0.032
H -1.77514 -0.82265 0.96791 0.061 0.154 -0.228 0.119
H -0.56658 -1.44359 -1.58582 -0.100 0.168 -0.194 0.032

***

Record 3
103
Properties=species:S:1:pos:R:3:forces:R:3:lowdin_charge:R:1 method="wB97M-V/def2-TZVPD" s_squared=6.05 max_force_ev_per_a=0.731 e_homo_ev="-2.818 / -4.454" gap_ev="5.1 / 6.6" e_tot_ev=-118291.9484 charge=-1 multiplicity=5
Cr 1.35788 -1.06642 0.38540 -0.026 -0.158 0.052 0.639
N 2.62185 0.21220 4.52952 0.039 0.029 -0.039 0.037
C 2.43170 -0.10891 3.19176 -0.063 0.239 -0.071 -0.881
S 1.53126 -1.54675 2.84674 0.426 -0.157 -0.336 0.656
N 2.95931 0.69113 2.31709 -0.127 -0.250 0.123 0.014
N 2.82717 0.18065 1.03051 -0.117 0.279 -0.196 -0.119
C 3.85180 0.40268 0.19121 0.139 -0.144 0.086 -0.236
C 4.81751 1.49537 0.42772 -0.083 0.018 -0.007 -0.172
C 6.19499 1.29238 0.38799 -0.010 0.001 -0.033 -0.043
C 7.07370 2.34869 0.58797 0.008 -0.022 -0.006 -0.095
C 6.58863 3.62356 0.83534 0.017 0.032 0.013 -0.111
C 5.21564 3.83469 0.89450 -0.004 -0.011 -0.001 -0.090
C 4.34085 2.78086 0.70009 0.021 -0.007 0.030 -0.038
C 3.95000 -0.47894 -0.91318 -0.092 0.017 0.040 -0.225
C 4.86547 -0.35638 -1.98885 -0.006 0.038 -0.011 -0.032
C 4.85650 -1.28015 -2.99638 0.031 0.015 -0.040 -0.094
C 3.94358 -2.34964 -2.96015 -0.055 -0.008 0.078 -0.082
C 3.05453 -2.39613 -1.90583 0.044 -0.057 -0.024 -0.167
N 3.02466 -1.49734 -0.92485 0.133 -0.025 0.177 0.003
H 1.88624 -0.11095 5.13669 -0.008 0.013 -0.006 0.061
H 2.88046 1.17861 4.66414 0.007 -0.010 0.028 0.077
H 6.57582 0.29342 0.21452 0.002 0.004 0.001 0.117
H 8.14169 2.16954 0.55907 0.001 0.005 0.003 0.095
H 7.27347 4.44748 0.99445 0.004 -0.005 -0.005 0.091
H 4.82729 4.82477 1.10078 0.001 0.000 0.003 0.096
H 3.27174 2.93445 0.78228 0.005 0.007 -0.001 0.096
H 5.55176 0.47869 -2.01006 -0.005 -0.010 0.010 0.102
H 5.55306 -1.18208 -3.82090 0.002 -0.008 0.004 0.096
H 3.92224 -3.11440 -3.72269 0.002 0.006 -0.010 0.087
H 2.33067 -3.19551 -1.81411 0.006 -0.016 -0.021 0.071
N -0.45580 -5.41258 0.75817 -0.032 0.069 -0.030 0.056
C 0.26746 -4.34377 0.30730 -0.181 -0.115 -0.158 -0.941
S 1.86294 -4.14420 0.77311 0.229 -0.062 0.158 0.581
N -0.44485 -3.58219 -0.53265 -0.055 0.097 0.029 -0.014
N 0.08996 -2.39320 -0.83939 0.062 -0.130 -0.048 -0.015
C -0.38610 -1.82154 -1.89966 -0.175 -0.226 -0.124 -0.191
C -1.42313 -2.46415 -2.74778 0.007 0.011 0.080 -0.179
C -2.67986 -1.87845 -2.83573 -0.009 0.006 0.002 -0.025
C -3.67042 -2.45161 -3.62218 0.045 0.009 0.026 -0.078
C -3.40090 -3.61307 -4.33066 -0.045 -0.021 -0.016 -0.103
C -2.14591 -4.20393 -4.24279 0.022 0.005 0.007 -0.087
C -1.16188 -3.63717 -3.44836 -0.026 0.028 -0.065 -0.027
C 0.11048 -0.50124 -2.25924 0.151 0.085 0.009 -0.189
C -0.20868 0.11693 -3.46818 0.086 0.045 0.043 -0.001
C 0.31912 1.36253 -3.74201 -0.062 -0.018 -0.078 -0.068
C 1.14291 1.97339 -2.81294 0.114 0.059 0.064 -0.042
C 1.43649 1.28880 -1.64768 -0.182 -0.096 -0.011 -0.082
N 0.94277 0.08108 -1.38479 0.203 0.159 -0.094 0.058
H 0.03915 -6.16727 1.19396 0.038 0.014 -0.006 0.067
H -1.34127 -5.58481 0.31243 -0.009 -0.014 0.021 0.086
H -2.86990 -0.97609 -2.26592 0.035 -0.044 -0.016 0.092
H -4.64973 -1.99173 -3.67259 -0.009 -0.006 -0.014 0.099
H -4.16883 -4.06609 -4.94581 -0.002 0.009 -0.002 0.094
H -1.93772 -5.11458 -4.79081 0.000 -0.004 0.004 0.097
H -0.18966 -4.10380 -3.35555 0.007 -0.008 -0.005 0.116
H -0.85716 -0.37636 -4.17602 -0.025 -0.047 0.020 0.117
H 0.07515 1.85705 -4.67429 0.016 0.011 0.003 0.110
H 1.57160 2.95192 -2.97952 -0.015 -0.004 -0.019 0.105
H 2.09140 1.70359 -0.89615 -0.007 0.059 0.031 0.099
C -1.96418 -2.46538 2.31458 -0.038 -0.041 0.050 -0.040
C -3.17894 -1.55006 2.25400 -0.003 0.031 0.080 -0.637
C -4.40642 -2.32825 1.79751 -0.049 -0.044 0.040 -0.034
C -3.43154 -0.89826 3.61115 -0.020 -0.018 0.047 -0.025
O -3.00422 -0.51933 1.28322 0.116 -0.129 -0.226 -0.100
Si -1.70091 0.42533 0.94774 -0.327 -0.103 -0.257 0.052
O -0.32132 -0.33103 0.85947 -0.186 0.512 0.488 -0.344
O -2.04348 1.05364 -0.55736 -0.130 0.216 0.031 -0.092
C -3.15144 1.84248 -1.00600 0.025 -0.081 -0.018 -0.629
C -4.44852 1.03770 -0.95451 -0.074 -0.039 -0.029 -0.026
C -2.83461 2.22678 -2.44686 0.005 -0.119 -0.017 -0.031
C -3.31859 3.11584 -0.18526 0.085 0.113 -0.003 -0.035
O -1.85175 1.62528 2.07009 0.111 0.165 0.129 -0.105
C -0.92761 2.56574 2.61607 -0.057 0.003 -0.145 -0.633
C -0.27511 1.91645 3.82075 0.051 -0.064 0.092 -0.028
C -1.73199 3.78834 3.04627 0.022 -0.022 0.038 -0.031
C 0.12531 2.94645 1.58150 0.081 0.036 -0.077 -0.022
H -2.17541 -3.32431 2.95692 -0.019 0.010 0.023 0.093
H -1.09288 -1.94315 2.71354 -0.074 -0.044 -0.035 0.025
H -1.71695 -2.83443 1.31773 -0.056 0.049 0.085 0.063
H -4.68977 -3.07686 2.54132 0.018 -0.004 -0.007 0.081
H -4.19929 -2.83538 0.85369 0.014 0.023 -0.020 0.084
H -5.24594 -1.64579 1.65014 -0.007 0.002 0.003 0.079
H -3.55119 -1.65663 4.38889 -0.009 -0.011 -0.024 0.084
H -4.33402 -0.28434 3.57589 0.000 0.025 -0.010 0.086
H -2.59188 -0.25616 3.87954 0.003 -0.017 -0.011 0.071
H -4.34300 0.08921 -1.48400 -0.007 0.057 0.051 0.068
H -5.25272 1.60481 -1.43116 0.000 0.013 0.026 0.086
H -4.72942 0.81389 0.07340 0.024 -0.011 0.007 0.081
H -2.78481 1.33414 -3.07224 0.016 -0.004 -0.036 0.072
H -1.86617 2.72420 -2.48497 0.033 0.031 -0.012 0.078
H -3.59614 2.89697 -2.85130 -0.027 -0.010 0.025 0.085
H -3.46897 2.88583 0.86469 -0.052 -0.039 0.059 0.072
H -4.18134 3.67807 -0.55215 0.027 0.002 -0.019 0.087
H -2.43033 3.74886 -0.27603 -0.043 -0.054 0.020 0.083
H -1.04439 1.60971 4.53289 0.017 0.004 0.012 0.086
H 0.41912 2.59887 4.31805 -0.011 0.009 -0.023 0.089
H 0.27217 1.03720 3.49179 0.007 -0.111 0.030 0.050
H -2.47170 3.50498 3.79762 -0.008 -0.012 -0.020 0.087
H -2.25059 4.22807 2.19598 -0.002 0.026 -0.029 0.064
H -1.07114 4.54367 3.47776 0.012 -0.011 0.005 0.085
H 0.53532 2.03809 1.13903 0.121 -0.002 0.001 0.058
H 0.94920 3.49138 2.04900 -0.038 0.027 0.001 0.088
H -0.30150 3.56437 0.78658 -0.024 -0.054 0.023 0.082

***

Record 4
14
Properties=species:S:1:pos:R:3:forces:R:3:lowdin_charge:R:1 method="wB97M-V/def2-TZVPD" max_force_ev_per_a=2.247 e_homo_ev=-9.206 gap_ev=9.9 smiles="O=CCCS.O" e_tot_ev=-18169.8690 charge=0 multiplicity=1
O -2.13138 0.31292 2.34964 -0.178 0.272 0.048 0.071
C -1.93140 -0.00083 1.21331 0.602 -0.944 -0.501 -0.300
C -0.60763 -0.00500 0.47946 -0.927 0.033 -0.080 -0.241
C -0.75009 0.87895 -0.78686 1.727 -0.467 1.360 -0.553
S 0.76950 0.75585 -1.76624 0.603 -0.054 -0.321 0.707
H -2.67772 -0.51040 0.55682 -0.574 0.450 0.391 0.127
H -0.61814 -1.02490 0.07692 0.647 -0.134 0.264 0.111
H 0.22023 0.16456 1.16226 0.149 0.269 -0.270 0.110
H -1.45814 0.34108 -1.36387 -1.282 0.492 -0.663 0.046
H -0.92655 1.90855 -0.50548 -0.512 0.081 -0.372 0.082
H 1.10298 2.04516 -1.91696 -0.248 0.009 0.145 -0.155
H 2.84773 -1.58367 1.10671 -0.420 -0.232 0.467 0.023
H 2.48677 -3.08726 0.67011 -0.274 0.199 0.580 0.028
O 2.96822 -2.28600 0.47305 0.688 0.025 -1.049 -0.055

***

Across the entries above, energy above the lowest of the compared OMol25 structures with the same formula, charge and spin takes the values 33.1, 62.0, 0.0, 31.7 kcal/mol, respectively.